DFT (wB97M-V/def2-TZVPD) results for a molecular structure, C21H50F2INbO7P.

## Properties
Orbital gap ... 6.43 eV
LUMO level ... 0.06146 hartree
HOMO level ... -4.76 eV
Charge ... -1
Max |F| ... 5.1 eV/Å

Element x y z (Å)
O (0.802, 2.131, 1.955)
P (0.734, 1.256, 0.691)
Nb (2.704, -0.401, 0.431)
F (3.842, 1.158, -0.279)
F (3.200, -0.013, 2.391)
C (4.502, -1.772, 0.256)
C (4.203, -3.325, 0.254)
C (3.326, -3.832, 1.464)
I (4.191, -5.516, 2.546)
C (1.971, -0.860, -1.653)
C (1.787, 0.309, -2.550)
C (1.295, 0.202, -3.914)
C (0.949, -1.133, -4.402)
C (1.142, -2.284, -3.547)
C (1.647, -2.198, -2.167)
H (-0.474, 0.471, 0.661)
H (0.668, 2.107, -0.458)
H (1.608, -1.702, 1.024)
H (5.036, -1.541, -0.712)
H (5.222, -1.534, 1.092)
H (5.205, -3.843, 0.353)
H (3.785, -3.691, -0.721)
H (2.351, -4.192, 1.033)
H (3.077, -3.043, 2.216)
H (2.022, 1.329, -2.161)
H (1.190, 1.117, -4.547)
H (0.553, -1.204, -5.444)
H (0.860, -3.296, -3.940)
H (1.783, -3.099, -1.529)
C (1.054, 1.523, 5.714)
C (2.344, 1.220, 6.456)
O (3.109, 0.263, 5.738)
H (0.467, 0.612, 5.581)
H (0.452, 2.255, 6.259)
H (1.264, 1.916, 4.715)
H (2.129, 0.808, 7.444)
H (2.943, 2.129, 6.583)
H (3.300, 0.639, 4.867)
C (4.222, 4.918, 7.093)
C (5.601, 5.109, 6.494)
O (6.486, 5.684, 7.454)
H (3.816, 5.873, 7.434)
H (3.536, 4.484, 6.362)
H (4.267, 4.260, 7.966)
H (5.556, 5.782, 5.637)
H (6.017, 4.153, 6.160)
H (6.531, 5.081, 8.205)
C (-3.210, 4.251, 0.827)
C (-2.341, 3.222, 0.128)
O (-0.976, 3.613, 0.170)
H (-3.099, 5.231, 0.355)
H (-4.261, 3.960, 0.794)
H (-2.909, 4.365, 1.872)
H (-2.630, 3.128, -0.920)
H (-2.441, 2.241, 0.605)
H (-0.718, 3.684, 1.102)
C (-3.266, -3.286, -5.337)
C (-2.251, -2.165, -5.235)
O (-1.338, -2.219, -6.331)
H (-2.766, -4.254, -5.344)
H (-3.965, -3.257, -4.498)
H (-3.834, -3.211, -6.271)
H (-1.673, -2.255, -4.315)
H (-2.746, -1.188, -5.238)
H (-1.852, -2.129, -7.142)
C (-2.596, -8.448, -4.141)
C (-2.690, -7.115, -4.858)
O (-2.055, -6.094, -4.097)
H (-3.064, -8.386, -3.156)
H (-3.087, -9.237, -4.715)
H (-1.552, -8.728, -3.981)
H (-3.733, -6.828, -4.997)
H (-2.212, -7.169, -5.842)
H (-1.131, -6.345, -3.984)
C (-7.943, 4.734, -1.316)
C (-6.650, 4.435, -0.581)
O (-5.871, 3.494, -1.310)
H (-8.522, 3.819, -1.460)
H (-8.552, 5.452, -0.762)
H (-7.738, 5.141, -2.310)
H (-6.861, 4.009, 0.401)
H (-6.061, 5.347, -0.443)
H (-5.681, 3.880, -2.173)

These are the Löwdin partial charges, in e, on atoms 1 to 8:
1 O -0.62
2 P 0.48
3 Nb 1.66
4 F -0.53
5 F -0.54
6 C -0.37
7 C -0.42
8 C -0.69

DFT (wB97M-V/def2-TZVPD) results for a molecular structure, C4H7NO.

## Properties
Relative energy (zero: lowest compared OMol25 entry of this formula, charge and spin) ... 101.3 kcal/mol
Orbital gap (spin up / spin down) ... 8.03 / 8.04 eV
LUMO level (spin up / spin down) ... -0.04319 / -0.04315 hartree
HOMO level (spin up / spin down) ... -9.21 / -9.21 eV
Charge ... 0
Max |F| ... 2.1 eV/Å

Element x y z (Å)
O (0.673, 0.319, -1.906)
C (1.486, 0.334, -0.904)
N (1.171, 0.655, 0.321)
C (-0.220, 1.052, 0.464)
C (-1.044, -0.209, 0.171)
C (-0.483, -1.341, 0.719)
H (2.510, -0.029, -1.079)
H (-0.407, 1.411, 1.484)
H (-0.509, 1.844, -0.237)
H (-2.143, -0.192, 0.170)
H (-0.556, -0.236, -1.152)
H (-0.855, -2.350, 0.582)
H (0.376, -1.257, 1.367)

These are the natural (NBO) partial charges, in e, on atoms 1 to 8:
1 O -0.69
2 C 0.42
3 N -0.56
4 C -0.27
5 C -0.49
6 C -0.08
7 H 0.15
8 H 0.21

DFT (wB97M-V/def2-TZVPD) results for 7 unconnected molecules or ions with the total composition C33H84N4O11.

## Properties
Relative energy (zero: lowest compared OMol25 entry of this formula, charge and spin) ... 159.6 kcal/mol
Orbital gap ... 8.82 eV
SMILES ... COCCNCCOC.COCCNCCOC.COCCNCCOC.COCCNCCOC.CC(C)O.CC(C)O.CC(C)O
LUMO level ... 0.01759 hartree
HOMO level ... -8.34 eV
Charge ... 0
Max |F| ... 3.6 eV/Å

Element x y z (Å)
C (-1.381, 0.984, 0.333)
C (-0.669, -0.430, 0.187)
C (-1.614, -1.593, 0.522)
O (-0.045, -0.660, -1.076)
H (-1.457, 1.167, 1.405)
H (-2.413, 1.082, -0.005)
H (-0.824, 1.810, -0.108)
H (0.081, -0.452, 0.978)
H (-1.970, -1.641, 1.551)
H (-0.935, -2.437, 0.406)
H (-2.537, -1.681, -0.051)
H (0.225, 0.204, -1.393)
C (-1.360, 5.511, 0.522)
C (-2.693, 4.895, 1.044)
C (-3.851, 5.909, 0.889)
O (-2.957, 3.756, 0.385)
H (-1.153, 6.328, 1.214)
H (-1.249, 5.731, -0.540)
H (-0.523, 4.887, 0.831)
H (-2.496, 4.782, 2.110)
H (-3.756, 6.756, 1.568)
H (-4.919, 5.698, 0.953)
H (-3.928, 6.434, -0.064)
H (-3.483, 4.032, -0.368)
C (-3.657, -4.420, 1.289)
C (-4.480, -5.701, 1.547)
C (-4.147, -6.206, 3.014)
O (-5.899, -5.682, 1.544)
H (-2.685, -4.415, 1.783)
H (-4.241, -3.557, 1.609)
H (-3.477, -4.234, 0.230)
H (-4.096, -6.408, 0.811)
H (-3.062, -6.244, 3.099)
H (-4.471, -7.226, 3.220)
H (-4.532, -5.531, 3.778)
H (-6.127, -6.235, 0.793)
C (5.102, -4.242, -2.274)
O (4.405, -3.674, -3.363)
C (3.511, -2.727, -2.947)
C (2.093, -3.348, -2.777)
N (1.669, -3.208, -1.387)
C (0.961, -4.425, -0.894)
C (1.859, -5.738, -0.925)
O (1.433, -6.710, 0.054)
C (2.261, -7.892, 0.121)
H (5.972, -4.697, -2.748)
H (4.653, -5.062, -1.714)
H (5.561, -3.485, -1.638)
H (3.351, -2.127, -3.843)
H (3.822, -2.003, -2.193)
H (2.194, -4.344, -3.209)
H (1.429, -2.684, -3.331)
H (0.966, -2.502, -1.221)
H (0.130, -4.637, -1.566)
H (0.390, -4.305, 0.027)
H (2.799, -5.380, -0.505)
H (1.919, -6.191, -1.915)
H (2.139, -8.344, -0.863)
H (2.054, -8.499, 1.003)
H (3.307, -7.591, 0.167)
C (-4.214, 0.254, -2.476)
O (-4.739, 1.505, -2.988)
C (-4.421, 2.610, -2.101)
C (-4.986, 3.919, -2.667)
N (-6.449, 3.792, -2.618)
C (-7.044, 5.112, -2.766)
C (-6.582, 6.367, -2.032)
O (-5.497, 7.064, -2.710)
C (-5.756, 8.470, -2.803)
H (-4.122, 0.359, -1.395)
H (-3.179, 0.186, -2.811)
H (-4.526, -0.772, -2.670)
H (-3.336, 2.516, -2.050)
H (-4.727, 2.410, -1.075)
H (-4.410, 3.997, -3.589)
H (-4.783, 4.816, -2.081)
H (-6.639, 3.082, -3.311)
H (-8.066, 4.939, -2.429)
H (-7.120, 5.273, -3.841)
H (-6.102, 6.091, -1.093)
H (-7.470, 6.993, -2.116)
H (-5.726, 8.868, -1.788)
H (-6.655, 8.640, -3.395)
H (-4.993, 9.075, -3.293)
C (5.804, 8.733, -3.425)
O (4.826, 8.615, -2.379)
C (3.547, 7.973, -2.760)
C (3.548, 6.434, -2.448)
N (3.453, 6.156, -0.976)
C (3.491, 4.760, -0.524)
C (2.601, 3.714, -1.296)
O (3.514, 3.252, -2.353)
C (3.037, 2.269, -3.205)
H (5.521, 9.316, -4.301)
H (6.067, 7.708, -3.686)
H (6.599, 9.391, -3.075)
H (3.216, 8.051, -3.796)
H (2.750, 8.340, -2.114)
H (4.296, 5.834, -2.967)
H (2.618, 6.065, -2.880)
H (4.235, 6.661, -0.585)
H (3.170, 4.838, 0.515)
H (4.502, 4.375, -0.655)
H (1.708, 4.198, -1.693)
H (2.372, 2.733, -0.880)
H (2.615, 1.357, -2.783)
H (3.817, 2.075, -3.941)
H (2.195, 2.664, -3.772)
C (7.352, -5.089, 5.943)
O (6.447, -6.152, 6.118)
C (5.339, -6.091, 5.145)
C (4.486, -4.849, 5.481)
N (3.124, -4.634, 4.863)
C (2.163, -5.811, 4.811)
C (0.818, -5.463, 4.094)
O (0.176, -4.427, 4.885)
C (-1.074, -3.919, 4.486)
H (7.085, -4.364, 6.712)
H (7.366, -4.651, 4.944)
H (8.316, -5.587, 6.045)
H (4.647, -6.933, 5.106)
H (5.732, -6.221, 4.136)
H (5.107, -4.013, 5.159)
H (4.096, -4.815, 6.498)
H (2.676, -3.816, 5.252)
H (1.922, -6.267, 5.771)
H (2.500, -6.700, 4.278)
H (0.153, -6.315, 3.954)
H (0.941, -5.086, 3.079)
H (-1.160, -3.242, 3.635)
H (-1.528, -3.346, 5.295)
H (-1.838, -4.679, 4.320)

These are the Löwdin partial charges, in e, on atoms 1 to 8:
1 C -0.04
2 C -0.44
3 C -0.05
4 O -0.06
5 H 0.08
6 H 0.05
7 H 0.06
8 H 0.13